Entry 1:
Here is C2H3NO2S in the gas phase at a distorted geometry from OMol25. Energies are from ωB97M-V/def2-TZVPD.

Structure (ORCA input):
```
! RIJCOSX wB97M-V def2-TZVPD def2/J DEFGRID3
* xyz 0 1
C 0.75 1.01 -0.20
C -1.33 -0.14 0.19
H 1.48 -1.76 -0.14
H 1.06 2.07 0.31
H -0.69 -0.80 0.85
N 1.50 -0.05 -0.11
O 0.80 -1.18 -0.34
O -0.66 1.01 -0.34
S -2.89 -0.16 -0.22
*
```

energy relative to the best compared isomer or geometry (same formula, charge and spin) = 435.2 kJ/mol
LUMO level = -0.082 eV
SMILES = O/N=C\OC=S
total energy = -18538.9419 eV
HOMO energy = -9.112 eV

Entry 2:
Here is a molecular structure, C7H12 at a distorted geometry from OMol25. Energies are from ωB97M-V/def2-TZVPD.

Structure (ORCA input):
```
! RIJCOSX wB97M-V def2-TZVPD def2/J DEFGRID3
* xyz 0 1
C 2.09 1.23 0.78
C 1.52 -0.14 0.53
C -0.41 0.18 0.19
C -0.76 1.43 -0.31
C -1.03 -0.83 1.11
C -0.54 -1.13 -0.32
C -1.35 -1.42 -1.52
H 3.12 1.31 0.40
H 1.62 1.93 0.09
H 2.01 1.65 1.77
H 1.39 -0.82 1.36
H 1.74 -0.59 -0.42
H -0.71 1.53 -1.39
H -1.48 2.02 0.24
H -2.07 -0.59 1.36
H -0.42 -1.36 1.82
H -0.89 -0.98 -2.42
H -2.35 -0.95 -1.50
H -1.47 -2.48 -1.76
*
```

energy relative to the best compared isomer or geometry (same formula, charge and spin) = 701.6 kJ/mol
LUMO level = -1.161 eV
total energy = -7446.1601 eV
HOMO energy = -6.455 eV

- Among the records above, which one has the highest HOMO energy?
  C7H12

- What is the energy relative to the best compared isomer or geometry (same formula, charge and spin) in the first record?
  435.2 kJ/mol